Run a
Computed, not measured: a 2-piece molecular cluster, C2H3ClS overall, with wB97M-V/def2-TZVPD.

Geometry as XYZ:
```
7
C2H3ClS (wB97M-V/def2-TZVPD)
C -2.421 1.159 -2.403
C -2.985 0.539 -1.502
Cl -3.581 -0.338 -0.264
H -1.997 1.440 -3.310
S -0.298 -0.771 0.921
H -1.296 0.032 0.610
H -0.937 -1.482 0.020
```

**Highest occupied orbital energy**: -9.6098 eV
**Structure (SMILES)**: C#CCl.S
**Orbital gap**: 10.30 eV



Run b
Computed, not measured: the molecule C2H3ClS, with wB97M-V/def2-TZVPD.

Geometry as XYZ:
```
7
C2H3ClS (wB97M-V/def2-TZVPD)
S 2.160 -0.252 0.478
C 0.732 -0.495 -0.195
C -0.479 0.442 0.120
Cl -1.999 -0.430 0.428
H 0.455 -1.331 -0.708
H -0.346 1.168 0.810
H -0.524 0.898 -0.933
```

**Highest occupied orbital energy**: -9.1017 eV
**Structure (SMILES)**: S=CCCl
**Orbital gap**: 8.57 eV



run b wins, 157.0 kJ/mol ahead of the next structure.